DFT (ωB97M-V/def2-TZVPD) results for 2 unconnected molecules or ions with the total composition C3H2NO3 in a non-equilibrium geometry.

Cartesian coordinates (Å):
O 1.300 0.953 0.484
O -2.771 0.786 -1.933
O 1.820 -1.023 1.681
N -0.678 1.037 -0.957
C -1.690 0.997 -1.491
C 1.150 -0.254 0.842
C 0.777 -1.502 0.548
H 0.181 1.087 -0.195
H -0.089 -2.080 1.019

Its relative energy (zero: lowest compared OMol25 entry of this formula, charge and spin) is 3.359 eV. The calculation puts the LUMO energy at 0.1434 Eh. As for the total charge: -1. The highest occupied orbital energy comes out at -3.53 eV. Its gap between HOMO and LUMO is 7.434 eV. For the molar mass, the calculation gives 100.05 Da. As for the total energy: -395.952284 Ha.

Results of the Löwdin charge analysis, in e, for atoms 1 through 8:
1. O -0.012
2. O 0.016
3. O -0.056
4. N 0.198
5. C -0.521
6. C -0.678
7. C -0.006
8. H 0.014

=====

DFT (ωB97M-V/def2-TZVPD) results for a molecular structure, C32H56FI2N3O5 in a non-equilibrium geometry.

Cartesian coordinates (Å):
I -1.590 -0.446 -4.814
I 0.922 0.594 -7.121
F -1.874 2.378 -0.966
O 3.136 4.897 0.204
O -6.613 -1.321 -0.159
O 2.313 -2.681 2.239
O 0.705 2.011 -2.239
O 4.339 3.897 1.816
N -6.560 -0.385 -1.116
N -1.276 2.310 0.271
N 3.301 -2.972 3.095
C 1.039 -1.545 -1.125
C 0.241 0.458 -4.063
C 1.601 -0.378 -2.025
C 4.689 1.428 0.012
C 1.215 0.855 -4.970
C 5.175 -1.953 1.740
C 1.777 4.451 0.522
C 3.783 -4.355 2.788
C -5.116 1.499 -1.899
C -8.449 1.065 -0.271
C 0.444 0.623 -2.482
C 0.998 3.898 -0.742
C 4.871 2.988 -0.355
C 2.629 -5.354 2.551
C -4.241 0.003 -0.195
C 0.064 1.697 0.222
C -6.092 1.576 0.409
C 4.684 -4.401 1.535
C -5.556 0.642 -0.690
C -8.980 -1.056 -1.448
C -8.027 0.779 -2.762
C 4.543 -4.927 4.018
C 5.239 -1.894 4.246
C 0.349 -2.253 -0.400
C 5.775 -3.337 1.525
C 4.094 3.947 0.619
C -7.453 2.169 0.066
C 4.310 -1.871 3.010
C 1.051 2.294 -0.873
C -7.954 0.096 -1.366
C 2.585 1.506 -4.547
C 3.653 -0.475 3.071
H 0.542 1.915 1.235
H 3.135 0.945 -3.739
H -8.677 -1.802 -2.188
H -4.258 2.126 -1.641
H -9.399 1.519 -0.573
H 4.659 -1.924 5.173
H 6.302 -3.360 0.563
H 1.965 -0.903 -2.970
H 5.146 -5.389 1.440
H 1.757 3.736 1.399
H -7.824 2.749 0.921
H -3.484 0.769 -0.009
H -0.076 -3.091 0.213
H 6.529 -3.556 2.287
H 4.414 0.308 3.133
H 4.635 3.169 -1.450
H 4.073 -4.267 0.635
H -7.090 0.711 -3.314
H 3.248 1.613 -5.460
H 5.856 -0.992 4.284
H -4.366 -0.540 0.744
H -7.370 2.876 -0.765
H 3.056 -0.254 2.183
H 5.982 -1.215 1.787
H 3.010 -0.380 3.950
H -6.177 1.029 1.357
H 5.610 0.975 0.472
H -8.661 0.507 0.648
H -5.382 2.389 0.591
H 5.937 -2.731 4.249
H -4.809 0.867 -2.737
H -0.545 0.274 -2.033
H -3.834 -0.688 -0.939
H 3.820 1.305 0.737
H -8.309 1.831 -2.696
H 4.087 -5.851 4.384
H 5.587 -5.151 3.794
H 1.532 4.291 -1.670
H 4.574 -1.691 0.860
H -0.066 0.575 0.186
H -9.125 -1.562 -0.491
H 4.409 0.924 -0.969
H -1.287 3.206 0.766
H 1.239 5.393 0.871
H -9.958 -0.671 -1.745
H 3.021 -6.368 2.446
H 5.982 3.204 -0.238
H 2.381 2.570 -4.191
H -0.054 4.302 -0.805
H 2.068 -5.144 1.638
H -5.888 2.185 -2.250
H 4.515 -4.260 4.879
H 1.928 -5.354 3.391
H 2.509 0.110 -1.577
H -8.755 0.291 -3.415
H 2.141 2.023 -0.682

As for the multiplicity: 3. Its relative energy (zero: lowest compared OMol25 entry of this formula, charge and spin) is 0.000 eV. The calculation puts the LUMO energy (spin up / spin down) at -0.0036 / -0.0039 Eh. The highest occupied orbital energy (spin up / spin down) comes out at -8.57 / -8.82 eV. Its gap between HOMO and LUMO (spin up / spin down) is 8.474 / 8.716 eV. For the molar mass, the calculation gives 835.62 Da. As for the total energy: -2488.207035 Ha.

Results of the Löwdin charge analysis, in e, for atoms 1 through 8:
1. I 0.748
2. I 0.726
3. F -0.066
4. O -0.055
5. O -0.022
6. O -0.033
7. O -0.120
8. O 0.098

=====

DFT (ωB97M-V/def2-TZVPD) results for a molecular structure, C20H26PRhS6 in a non-equilibrium geometry.

Cartesian coordinates (Å):
Rh 0.921 -1.410 1.180
S 3.162 -0.266 0.748
S -0.920 -0.341 0.190
S 2.276 -3.203 2.402
S 0.215 2.256 -1.518
S 1.596 -2.783 -0.796
S 1.110 -0.110 3.329
P -1.440 1.237 -1.032
C -4.707 3.425 1.289
C 3.583 -3.474 1.135
C 2.165 1.286 2.740
C -2.903 1.473 -3.360
C -3.683 4.175 0.729
C 3.008 -3.807 -0.232
C -3.691 -0.375 -4.671
C -3.718 1.414 0.447
C -2.327 -0.797 -2.741
C -2.278 0.569 -2.509
C -2.658 3.555 0.032
C -4.724 2.046 1.150
C 3.312 -0.451 -1.066
C 2.390 1.324 1.234
C 2.249 -1.324 -1.716
C -3.615 0.990 -4.443
C -2.691 2.175 -0.104
C -3.049 -1.265 -3.825
C 2.207 -1.189 4.328
C 3.163 -2.082 3.561
H 4.195 -4.307 1.485
H 1.453 1.448 0.687
H -1.820 -1.486 -2.078
H 2.758 -0.549 5.017
H 3.315 0.536 -1.521
H 4.301 -0.890 -1.197
H 3.106 1.247 3.287
H 3.890 -1.501 2.993
H 3.788 -3.751 -0.988
H 2.595 -4.816 -0.244
H -2.838 2.538 -3.174
H 1.504 -1.795 4.904
H -1.855 4.137 -0.399
H -3.684 5.249 0.832
H 3.074 2.133 0.977
H -3.722 0.339 0.326
H -5.499 3.917 1.833
H 2.620 -1.705 -2.668
H -4.247 -0.748 -5.518
H -4.111 1.681 -5.107
H 4.203 -2.580 1.095
H 3.690 -2.720 4.272
H -3.108 -2.327 -4.002
H 1.619 2.183 3.035
H 1.342 -0.746 -1.908
H -5.520 1.460 1.582

Its relative energy (zero: lowest compared OMol25 entry of this formula, charge and spin) is 1.371 eV. The calculation puts the LUMO energy (spin up / spin down) at -0.3287 / -0.3297 Eh. As for the total charge: +2. The highest occupied orbital energy (spin up / spin down) comes out at -13.61 / -13.59 eV. Its gap between HOMO and LUMO (spin up / spin down) is 4.666 / 4.621 eV. For the molar mass, the calculation gives 592.71 Da. As for the total energy: -3618.209036 Ha.

Results of the Löwdin charge analysis, in e, for atoms 1 through 8:
1. Rh 0.189
2. S 0.971
3. S 0.395
4. S 0.918
5. S 0.289
6. S 0.900
7. S 0.912
8. P 0.180

=====

- What is the formula in the third record?
  C20H26PRhS6